No. 1
ORCA calculation (wB97M-V/def2-TZVPD) on a structure of composition C11H4BrF5HfNS4Sb at a distorted geometry.

Summary:
⟨S²⟩: 0.7666
HOMO-LUMO gap (spin up / spin down), Eh: 0.2706 / 0.1709
DFT total energy, eV: -147773.59157
Multiplicity: 2
ΔE to the lowest compared entry with this formula, charge and spin, kJ/mol: 3.3
Net charge: +1

Structure (XYZ):
```
28
Properties=species:S:1:pos:R:3:forces:R:3
Hf -2.061420 0.434926 0.823713 -1.5 -0.2 -0.7
F 3.849128 -2.907421 2.139621 0.0 0.0 0.0
C 2.645625 -2.664634 1.651663 -0.4 0.0 -0.2
C 2.075513 -1.399148 1.792120 -0.2 0.0 -0.1
F 2.723357 -0.411050 2.390393 0.1 0.0 0.2
C 0.812533 -1.172079 1.271452 -0.2 -0.3 -0.2
F 0.232954 0.108112 1.454467 0.3 -0.8 -0.2
C 0.085494 -2.133849 0.573846 0.8 0.0 0.3
S -1.454486 -1.817557 -0.173697 -0.6 0.3 0.1
C 0.687449 -3.400112 0.444312 0.0 0.7 0.2
F 0.036229 -4.342452 -0.218283 0.1 -0.2 0.0
C 1.940906 -3.672464 0.983034 -0.1 0.4 0.1
F 2.481443 -4.871798 0.854808 0.0 0.1 0.0
S -4.499220 0.666532 0.256700 0.9 -0.2 0.3
Sb -4.421854 1.311796 2.626271 0.2 0.0 -0.7
S -2.860330 -0.552268 2.987864 0.1 0.3 0.6
S -2.397795 2.593615 2.124576 0.1 -0.4 0.6
Br 1.756890 3.380428 -4.125392 -0.2 -0.1 0.2
C 0.657580 2.647064 -2.794240 -0.2 -0.2 0.3
C -0.162890 1.550267 -3.064704 0.2 0.3 0.0
C -0.948713 1.035948 -2.056032 -0.1 0.0 -0.1
N -0.962702 1.540881 -0.806435 0.5 0.3 -0.4
C -0.165359 2.596043 -0.550901 0.0 0.2 0.0
C 0.652028 3.170613 -1.500925 0.0 0.0 -0.2
H -0.179633 1.112113 -4.048836 -0.1 -0.1 -0.1
H -1.600621 0.185506 -2.245730 0.2 0.1 0.0
H -0.200560 3.000045 0.458263 0.1 -0.1 -0.2
H 1.278452 4.010941 -1.247929 0.0 0.1 0.1
```
Positions in Å, forces in eV/Å.

=====

No. 2
ORCA calculation (wB97M-V/def2-TZVPD) on the molecule C19H19BrN4O3.

Summary:
SMILES: Cc1nc(O)[nH]c1C(=O)N1C[C@@H]2C[C@H]1CN2C(=O)/C=C/c1cccc(Br)c1
HOMO-LUMO gap, Eh: 0.3108
DFT total energy, eV: -102157.84459
Multiplicity: 1
ΔE to the lowest compared entry with this formula, charge and spin, kJ/mol: 1.0

Structure (XYZ):
```
46
Properties=species:S:1:pos:R:3:forces:R:3
C -0.533543 -0.202005 -4.097805 0.0 0.0 0.0
C -0.758507 -1.565200 -3.548634 0.0 0.0 0.0
N -0.222142 -2.674995 -4.169310 0.0 0.0 0.0
C -0.601134 -3.685571 -3.439722 0.0 0.0 0.0
O -0.337884 -4.976512 -3.673967 0.0 0.0 0.0
N -1.323102 -3.333220 -2.364890 0.0 0.0 0.0
C -1.450332 -1.939496 -2.427771 0.0 0.0 0.0
C -2.183339 -1.120260 -1.459593 0.0 0.0 0.0
O -2.639946 -0.024936 -1.755420 0.0 0.0 0.0
N -2.366503 -1.646243 -0.201808 0.0 0.0 0.0
C -1.391234 -2.518829 0.495316 0.0 0.0 0.0
C -1.504604 -1.973299 1.921247 0.0 0.0 0.0
C -3.007694 -1.716584 2.020327 0.0 0.0 0.0
C -3.005321 -0.784983 0.809377 0.0 0.0 0.0
C -1.981139 0.269527 1.245507 0.0 0.0 0.0
N -0.988876 -0.600511 1.907271 0.0 0.0 0.0
C 0.352473 -0.381023 1.996833 0.0 0.0 0.0
O 1.132934 -1.294259 2.224037 0.0 0.0 0.0
C 0.793258 1.030593 1.829069 0.0 0.0 0.0
C 2.093195 1.310116 1.794251 0.0 0.0 -0.1
C 2.687023 2.643843 1.630121 0.0 0.0 0.0
C 1.981144 3.818661 1.890926 0.0 0.0 0.0
C 2.579784 5.052192 1.706286 0.0 0.0 0.0
C 3.893373 5.142524 1.264165 0.0 0.0 0.0
C 4.594291 3.974627 1.020394 0.0 0.0 0.0
Br 6.390880 4.073936 0.429379 0.0 0.0 0.0
C 4.011303 2.733436 1.204524 0.0 0.0 0.0
H -0.921959 0.556402 -3.424091 0.0 0.0 0.0
H 0.531259 -0.042273 -4.269484 0.0 0.0 0.0
H -1.040680 -0.100111 -5.058682 0.0 0.0 0.0
H 0.177141 -5.012274 -4.490297 0.0 0.0 0.0
H -1.794783 -3.964976 -1.743202 0.0 0.0 0.0
H -1.680079 -3.573486 0.459480 0.0 0.0 0.0
H -0.384012 -2.408157 0.096486 0.0 0.0 0.0
H -1.022523 -2.577381 2.681334 0.0 0.0 0.0
H -3.606662 -2.612845 1.869060 0.0 0.0 0.0
H -3.294927 -1.216412 2.943282 0.0 0.0 0.0
H -3.949262 -0.383497 0.458752 0.0 0.0 0.0
H -1.568098 0.794564 0.387110 0.0 0.0 0.0
H -2.417470 0.991995 1.940444 0.0 0.0 0.0
H 0.042662 1.804144 1.729739 0.0 0.0 0.0
H 2.779143 0.471707 1.867923 0.0 0.0 0.0
H 0.963986 3.766929 2.256101 0.0 0.0 0.0
H 2.025609 5.957975 1.914307 0.0 0.0 0.0
H 4.366972 6.103255 1.120037 0.0 0.0 0.0
H 4.579328 1.832911 1.011593 0.0 0.0 0.0
```
Positions in Å, forces in eV/Å.

=====

No. 3
ORCA calculation (wB97M-V/def2-TZVPD) on a structure of composition H18LiO9 at a distorted geometry.

Summary:
HOMO-LUMO gap, Eh: 0.3429
DFT total energy, eV: -18917.41035
Multiplicity: 1
ΔE to the lowest compared entry with this formula, charge and spin, kJ/mol: 395.0
Net charge: +1

Structure (XYZ):
```
28
Properties=species:S:1:pos:R:3:forces:R:3
Li 0.000893 -0.357536 0.019357 -2.9 -0.9 -0.9
O -2.222107 -0.600536 -0.496643 0.1 -0.2 1.2
H -2.514107 -0.454536 -1.407643 -0.8 -0.5 0.7
H -2.899107 -0.927536 0.170357 0.7 0.6 -1.9
O 1.393893 0.107464 0.674357 3.4 -6.7 0.4
H 1.835893 0.868464 0.845357 2.7 3.5 0.5
H 2.117893 -0.729536 0.684357 -2.6 3.9 0.0
O 0.931893 2.830464 -1.809643 5.5 0.2 -2.5
H 0.409893 2.039464 -1.454643 2.8 1.9 -1.1
H 2.023893 2.653464 -1.899643 -5.1 0.7 0.6
O 0.146893 -2.360536 0.963357 -1.4 1.9 -1.1
H -0.254107 -3.195536 0.897357 -2.4 -1.6 -0.8
H 0.896893 -2.740536 1.305357 3.8 -0.4 1.7
O -2.238107 -1.803536 2.725357 -2.1 -1.2 0.6
H -1.593107 -1.461536 2.143357 1.5 0.7 -0.1
H -2.210107 -1.448536 3.620357 0.4 0.1 -0.4
O -0.719107 0.268464 1.843357 -3.0 -0.8 -1.2
H -1.554107 0.630464 2.172357 0.3 0.0 0.1
H -0.015107 0.662464 2.270357 2.1 1.2 1.7
O 2.767893 0.817464 -1.549643 -0.4 -0.9 0.6
H 2.699893 1.117464 -2.452643 0.2 -0.1 -0.6
H 1.944893 0.283464 -1.418643 1.4 0.7 -0.3
O 0.557893 -0.749536 -1.989643 2.7 1.1 6.6
H 0.343893 -1.453536 -2.447643 -1.5 -6.0 -3.5
H 0.284893 -0.065536 -2.468643 -1.7 4.8 -3.3
O -0.410107 1.885464 -0.461643 -3.1 -3.0 1.5
H -1.280107 1.881464 -0.855643 -0.7 0.2 0.3
H -0.448107 2.302464 0.377357 -0.1 0.8 1.0
```
Positions in Å, forces in eV/Å.

=====

No. 4
ORCA calculation (wB97M-V/def2-TZVPD) on a structure of composition C25H44OP2Pd at a distorted geometry.

Summary:
⟨S²⟩: 6.0211
HOMO-LUMO gap (spin up / spin down), Eh: 0.2845 / 0.1992
DFT total energy, eV: -50721.90014
Multiplicity: 5
ΔE to the lowest compared entry with this formula, charge and spin, kJ/mol: 324.1
Net charge: +2

Structure (XYZ):
```
73
Properties=species:S:1:pos:R:3:forces:R:3
Pd 0.339253 0.457197 0.972016 1.1 2.3 1.4
C 2.403868 1.524369 1.302991 -1.2 0.6 0.9
C 2.391060 2.239948 0.032223 0.3 -0.5 0.8
C 1.267179 3.525804 1.575291 0.0 1.2 -2.0
C 1.693759 2.379062 2.267694 1.8 -1.8 -0.8
C 1.658185 3.413484 0.213218 -0.7 1.4 0.9
C 3.437013 0.544423 1.725598 0.5 -0.6 0.1
H 3.749094 -0.105692 0.892313 -0.1 0.2 0.4
H 3.067165 -0.094061 2.544032 0.2 0.2 -0.3
H 4.348569 1.058514 2.092937 -0.4 -0.2 -0.2
C 1.769344 2.204542 3.729826 -0.2 -0.1 0.5
H 1.925298 1.158715 4.011984 0.0 0.2 0.0
H 0.869597 2.571467 4.238483 0.3 0.0 -0.1
H 2.618214 2.783933 4.127496 -0.1 -0.1 -0.1
C 0.645057 4.734472 2.175577 -0.3 0.3 0.1
H 1.225810 5.641964 1.935956 -0.2 -0.4 0.0
H 0.592452 4.653287 3.265535 -0.1 0.1 -0.2
H -0.377266 4.901650 1.793000 0.3 0.0 0.1
C 1.442804 4.470296 -0.822641 -0.2 0.1 -0.2
H 2.261846 5.209685 -0.840093 -0.2 -0.3 0.0
H 0.509586 5.019060 -0.630634 0.3 -0.1 -0.1
H 1.379088 4.025285 -1.825141 0.0 0.2 0.2
C 3.160036 1.861215 -1.174932 -0.1 -0.1 -0.2
H 4.031039 2.519582 -1.311436 -0.2 -0.1 0.1
H 2.546781 1.957163 -2.079315 0.2 0.1 0.1
H 3.535663 0.839851 -1.112160 0.0 0.0 0.0
C -1.675157 -3.605383 -0.574020 2.0 -2.4 -0.4
C -0.349156 -3.779732 -0.892625 -2.3 -2.4 -0.2
C 0.110695 -4.099560 -2.315456 0.1 0.2 0.1
C -0.654046 -3.353770 -3.440968 0.6 -0.6 0.6
C -0.993622 -1.931811 -3.077313 -1.5 0.5 -1.5
C -2.211071 -1.513519 -2.650500 -0.2 -0.8 -2.3
C -3.305189 -2.433536 -2.149516 0.1 -0.2 0.1
C -2.823000 -3.780346 -1.520953 -0.9 0.9 -0.3
H 0.061267 -5.185611 -2.501599 0.0 0.3 0.2
H -1.519080 -3.947158 -3.752708 0.1 0.5 0.1
H 1.177524 -3.856860 -2.401283 -0.1 -0.1 0.0
H -2.652331 -4.512877 -2.312391 0.3 0.1 0.3
H -1.966667 -3.583749 0.473865 0.2 0.1 0.0
H 0.350668 -4.154557 -0.123286 -0.4 0.6 -0.3
H -3.680390 -4.172261 -0.956423 0.3 0.1 0.0
H -3.897746 -1.891478 -1.396476 0.1 -0.1 -0.1
H -2.603239 -0.511296 -2.937996 0.7 -0.4 0.8
H -4.015432 -2.658056 -2.961717 0.2 0.1 0.1
H 0.012680 -3.338552 -4.311858 -0.2 0.1 0.1
H -0.269546 -1.207775 -3.469821 -0.4 -0.1 0.2
P 0.303357 -1.738046 0.811770 -0.3 1.8 -0.5
C -0.032907 -2.756852 2.195842 0.2 -1.1 0.5
C 1.722508 -1.955852 -0.259299 0.5 -0.6 -0.4
P -1.296699 0.693766 -0.589687 1.5 -0.7 0.8
C -1.165852 -1.105707 -0.161572 0.4 0.4 0.3
C -0.455000 1.052268 -2.126395 -0.5 0.4 -0.7
C -2.977913 1.241610 -0.459888 -0.3 0.4 -0.4
H -0.926895 -2.401837 2.724099 0.3 0.0 -0.3
H 0.835648 -2.691093 2.868067 -0.3 -0.2 -0.1
H -0.161762 -3.785049 1.841087 0.0 0.0 0.5
H 1.405918 -2.376828 -1.216032 0.3 0.1 0.2
H 2.388928 -2.660020 0.254802 0.1 0.0 -0.3
H 2.268657 -1.022647 -0.449349 -0.3 -0.3 0.3
H -3.555966 0.683536 -1.206092 -0.2 0.3 0.2
H -2.973316 2.315452 -0.695243 -0.3 -0.3 0.1
H -3.368997 1.073328 0.551044 0.1 0.0 -0.3
H -2.110312 -1.463310 0.270872 0.4 0.1 -0.1
H -0.881625 -1.596837 -1.085878 -0.6 0.4 0.2
H -0.393528 2.146699 -2.194265 0.0 -0.2 -0.1
H -1.036021 0.668225 -2.964671 0.3 0.3 -0.2
H 0.563634 0.647311 -2.141396 -0.3 0.0 0.2
C -1.560017 1.940976 3.172144 -0.4 0.5 -0.2
C -1.293746 0.682487 2.375325 -1.3 -1.0 1.8
O -1.989407 -0.303525 2.509589 0.7 1.2 -0.4
H -1.179103 2.828813 2.651643 0.0 -0.3 0.2
H -1.072345 1.852070 4.155222 -0.1 -0.1 -0.4
H -2.644898 2.053735 3.341489 0.4 -0.1 0.0
```
Positions in Å, forces in eV/Å.